[1]
The following is a quantum chemistry calculation of C51H45BrN6O2STeTi as an isolated structure, from the OMol25 dataset.

## Properties
HOMO (spin up / spin down) ... -5.22 / -5.25 eV
Energy above the lowest of the compared OMol25 structures with the same formula, charge and spin ... 49.6 kcal per mole
Electronic energy ... -177939.31355 eV

Last column: Löwdin charge in e.
Geometry (Å):
Ti 0.18813 0.06133 -0.21739  0.81
O 3.09948 -1.81839 0.31377  0.02
C 3.21852 -2.89813 -0.50550  -0.26
C 4.20865 -3.85186 -0.27997  -0.03
C 4.32030 -4.96467 -1.09651  -0.08
C 3.44722 -5.13283 -2.15919  -0.09
C 2.47224 -4.17426 -2.38658  -0.03
C 2.32940 -3.05387 -1.57457  -0.10
C 1.16611 -2.11937 -1.87363  -0.39
O 1.31747 -0.83010 -1.40717  -0.28
N -0.08696 -2.72355 -1.35615  0.03
N -0.77095 -1.79710 -0.50794  -0.15
C -2.08059 -2.03754 -0.44857  -0.26
C -2.98645 -1.20230 0.19314  -0.56
Br -2.09796 0.05215 1.46273  0.81
C -4.32563 -0.99723 0.01553  -0.14
C -5.07216 -1.31532 -1.18906  -0.23
C -4.47171 -1.53743 -2.44025  -0.05
C -5.23771 -1.77110 -3.56985  -0.10
C -6.62457 -1.79603 -3.49680  -0.11
C -7.23693 -1.57087 -2.26950  -0.10
C -6.47620 -1.33141 -1.13946  -0.05
H 3.72306 -1.89997 1.04488  0.12
H 4.89482 -3.71057 0.54941  0.11
H 5.09528 -5.69443 -0.90122  0.10
H 3.52886 -5.99321 -2.80908  0.10
H 1.79253 -4.28910 -3.22401  0.12
H 1.08550 -2.07651 -2.97361  0.13
H 0.14144 -3.55618 -0.81694  0.11
H -2.47820 -2.90008 -0.97295  0.12
H -4.88007 -0.50447 0.80656  0.09
H -3.39324 -1.50087 -2.53023  0.09
H -4.74384 -1.93568 -4.52060  0.10
H -7.21862 -1.98692 -4.38082  0.09
H -8.31703 -1.58351 -2.19226  0.10
H -6.96656 -1.15404 -0.18931  0.11
C 0.73151 -4.99730 4.56825  -0.04
C 1.59493 -4.43853 3.42991  -0.55
C 3.00119 -5.05050 3.50141  -0.04
C 0.96704 -4.84887 2.09569  -0.05
C 1.70100 -2.92080 3.56352  -0.16
C 2.24159 -2.35438 4.73423  -0.03
C 2.36991 -0.99093 4.90856  -0.07
C 1.96016 -0.15396 3.87519  -0.45
S 1.96512 1.58020 3.75435  1.14
C 1.28556 1.46693 2.16202  -0.54
N 1.09358 0.24056 1.75043  -0.03
C 1.43679 -0.69703 2.70554  -0.29
C 1.28962 -2.07343 2.55387  0.03
C 0.99025 2.59495 1.28809  -0.31
C 1.08892 3.90587 1.75237  -0.05
C 0.87575 4.94238 0.85876  -0.08
C 0.55529 4.65099 -0.46200  -0.08
C 0.41128 3.33199 -0.88345  -0.14
C 0.62274 2.24766 -0.02966  -0.20
H 0.64799 -6.08206 4.47627  0.09
H -0.27319 -4.57244 4.53580  0.09
H 1.16026 -4.77748 5.54676  0.08
H 2.94074 -6.13937 3.44515  0.09
H 3.51007 -4.78934 4.43019  0.08
H 3.61419 -4.70203 2.66670  0.07
H 0.88742 -5.93627 2.05104  0.09
H 1.57898 -4.52634 1.24861  0.07
H -0.03746 -4.43510 1.97845  0.09
H 2.56599 -3.00569 5.53568  0.11
H 2.78303 -0.59170 5.82541  0.11
H 0.85565 -2.43186 1.63055  0.09
H 1.33173 4.12264 2.78679  0.09
H 0.95748 5.97059 1.18626  0.10
H 0.39699 5.46281 -1.16239  0.10
H 0.11556 3.15343 -1.91436  0.09
N -2.00694 0.47607 -10.62959  0.16
C -1.99790 0.56713 -9.48442  -0.18
C -1.98499 0.67939 -8.05643  -0.23
C -0.79167 0.52130 -7.35492  -0.01
C -0.77519 0.63522 -5.97851  0.01
C -1.95557 0.89710 -5.29082  -0.17
C -3.14941 1.04996 -5.98527  0.00
C -3.16303 0.94721 -7.36311  -0.01
N -1.94005 0.99782 -3.88151  0.00
C -2.82058 1.70024 -3.08269  -0.02
C -2.40560 1.51046 -1.80524  -0.10
N -1.30594 0.68544 -1.80047  0.00
C -1.03910 0.41325 -3.05334  -0.11
H 0.12479 0.32092 -7.89259  0.13
H 0.16388 0.54441 -5.44860  0.10
H -4.07453 1.22086 -5.45239  0.12
H -4.09135 1.06035 -7.90550  0.13
H -3.63703 2.27145 -3.48361  0.12
H -2.83144 1.87929 -0.88843  0.11
H -0.24522 -0.23286 -3.38732  0.13
C 2.92345 1.66663 -2.63593  -0.44
Te 3.95759 1.74387 -0.76065  1.29
C 5.40796 0.48095 -1.73128  -0.44
C 5.03774 0.43658 -3.19040  -0.28
C 5.86654 -0.19765 -4.11515  -0.04
C 5.52123 -0.26016 -5.45408  -0.09
C 4.33405 0.31710 -5.88630  -0.09
C 3.50715 0.94666 -4.97241  -0.05
C 3.84778 1.00989 -3.62103  -0.28
H 2.65510 2.67577 -2.94292  0.06
H 2.02152 1.07363 -2.49738  0.02
H 5.35740 -0.51930 -1.30004  0.04
H 6.41157 0.87625 -1.58534  0.05
H 6.79348 -0.64498 -3.77532  0.11
H 6.17658 -0.75298 -6.16039  0.10
H 4.06032 0.28063 -6.93313  0.10
H 2.58598 1.41237 -5.30731  0.10

---

[2]
The following is a quantum chemistry calculation of C51H46I2N3O8SW as an isolated structure, from the OMol25 dataset.

## Properties
Net charge ... -1
HOMO (spin up / spin down) ... -4.64 / -5.27 eV
Energy above the lowest of the compared OMol25 structures with the same formula, charge and spin ... 0.0 kcal per mole
Electronic energy ... -103349.99189 eV
Spin multiplicity ... 3

Last column: Löwdin spin population.
Geometry (Å):
W -0.09859 -0.53860 1.55650  0.86
C 3.97236 -1.76902 2.09732  0.00
O 4.23516 -2.43104 0.85735  0.00
C 3.20708 -3.01349 0.17153  0.01
C 3.56620 -4.07653 -0.64415  0.00
C 2.65527 -4.71051 -1.48329  0.01
C 1.35518 -4.25316 -1.51208  0.00
C 0.96972 -3.18509 -0.69905  0.01
C -0.37308 -2.67546 -0.83356  0.00
N -0.91015 -1.74779 -0.12665  0.00
N -2.21156 -1.43048 -0.51444  0.00
C -2.72205 -0.62955 0.36391  0.01
O -2.10076 -0.28886 1.45399  0.03
C -4.04530 -0.01752 0.11223  0.00
C -4.55632 0.88106 1.04306  0.00
C -5.76958 1.50902 0.79941  0.00
C -6.47211 1.23779 -0.36575  0.00
C -5.96199 0.33315 -1.29172  0.00
C -4.74943 -0.29063 -1.05847  0.00
C 1.86801 -2.55245 0.17994  0.00
O 1.50762 -1.51881 0.90060  0.03
H 3.50042 -0.80066 1.93695  0.00
H 4.94607 -1.64018 2.56747  0.00
H 3.33737 -2.38792 2.73280  0.00
H 4.60211 -4.39014 -0.60467  0.00
H 2.96910 -5.53809 -2.10410  0.00
H 0.61902 -4.70706 -2.16414  0.00
H -0.99824 -3.10215 -1.61493  0.00
H -3.98694 1.08892 1.93990  0.00
H -6.16419 2.21233 1.52105  0.00
H -7.41348 1.73737 -0.56010  0.00
H -6.50935 0.11767 -2.20078  0.00
H -4.33022 -0.98684 -1.77105  0.00
I -0.71429 2.06358 2.79429  0.07
C -1.64330 -0.81595 4.18027  0.67
C -2.38081 -0.44667 5.24637  0.07
C -3.01214 -1.48440 5.98283  0.03
C -2.85348 -2.78862 5.61331  -0.03
C -2.06171 -3.14358 4.48994  0.03
C -1.84022 -4.48899 4.10881  0.00
C -1.07027 -4.76980 3.02162  0.00
C -0.50823 -3.73890 2.23122  -0.01
C -0.66621 -2.41586 2.54436  0.02
C -1.44850 -2.12518 3.71636  0.10
H -2.49106 0.59036 5.53699  0.01
H -3.61906 -1.23083 6.84366  0.01
H -3.33431 -3.57855 6.17832  0.00
H -2.27846 -5.28524 4.69991  0.00
H -0.88487 -5.80132 2.74451  0.00
H 0.06577 -4.04411 1.36785  0.00
I 6.67734 2.50732 6.27727  0.00
C 5.02427 1.41525 5.60037  0.00
C 4.78832 0.15323 6.12412  0.00
C 3.71010 -0.57630 5.64893  0.00
C 2.88238 -0.05167 4.66479  0.00
C 3.12582 1.22123 4.15941  0.00
C 4.20137 1.96158 4.62754  0.00
C 1.76379 -0.91252 4.11520  0.01
O 1.55699 -2.02400 4.55388  0.01
O 1.12639 -0.31715 3.14932  0.02
H 5.43464 -0.25370 6.88938  0.00
H 3.49658 -1.56813 6.02503  0.00
H 2.46903 1.62038 3.39715  0.00
H 4.39519 2.95076 4.23667  0.00
C 1.95143 -1.02278 -5.48742  0.00
C 2.66423 -0.14993 -4.46550  0.00
S 2.67979 -0.98410 -2.84782  0.00
O 1.59802 -0.31377 -2.06132  0.00
C 4.24170 -0.33018 -2.21281  0.00
C 4.18327 1.15662 -1.90967  0.00
H 1.93502 -0.54152 -6.46563  0.00
H 0.92128 -1.21202 -5.18352  0.00
H 2.44931 -1.98742 -5.58748  0.00
H 2.13629 0.78981 -4.29569  0.00
H 3.68987 0.06112 -4.76906  0.00
H 4.99548 -0.59428 -2.95874  0.00
H 4.44558 -0.90697 -1.31179  0.00
H 3.94861 1.74950 -2.79450  0.00
H 5.14575 1.48897 -1.51982  0.00
H 3.42348 1.35038 -1.15509  0.00
C -4.95517 3.36447 -3.86412  0.00
C -3.72617 2.55427 -4.17680  0.00
C -3.63285 1.88531 -5.39148  0.00
C -2.52279 1.11154 -5.69177  0.00
C -1.47402 1.04866 -4.79380  0.00
C -1.54144 1.72929 -3.58109  0.00
N -0.44249 1.63806 -2.70500  0.00
C 0.17729 2.72076 -2.12685  0.00
C 0.17223 3.97351 -2.75311  0.00
C 0.85058 5.04193 -2.19624  0.00
C 1.57722 4.89632 -1.01961  0.00
C 1.57948 3.66457 -0.38889  0.00
C 0.88067 2.58512 -0.91672  0.00
C 0.73151 1.39010 -0.05700  0.01
O 1.56260 1.05902 0.80988  0.00
O -0.37301 0.73944 -0.11035  0.01
C -2.69228 2.45174 -3.23681  0.00
C -2.85145 3.05851 -1.86998  0.00
H -5.59288 3.45008 -4.74378  0.00
H -4.69434 4.36885 -3.52715  0.00
H -5.53692 2.90173 -3.06473  0.00
H -4.44343 1.96863 -6.10569  0.00
H -2.46521 0.58122 -6.63393  0.00
H -0.58038 0.48179 -5.02036  0.00
H -0.21583 0.73017 -2.32182  0.00
H -0.36890 4.09286 -3.68273  0.00
H 0.81076 6.00569 -2.68969  0.00
H 2.10760 5.73482 -0.59006  0.00
H 2.09277 3.51856 0.55245  0.00
H -2.62974 4.12939 -1.87028  0.00
H -2.18745 2.58582 -1.14806  0.00
H -3.87347 2.92683 -1.51337  0.00

---

Q: Among the records above, which one has the highest energy above the lowest of the compared OMol25 structures with the same formula, charge and spin?
A: C51H45BrN6O2STeTi

---

Q: Which formula does entry 2 have?
A: C51H46I2N3O8SW